No. 1
64
Properties=species:S:1:pos:R:3:forces:R:3:lowdin_charge:R:1 method="wB97M-V/def2-TZVPD" max_force_ev_per_a=1.43 e_tot_ev=-83393.35723 lumo_energy_ev=-4.05 total_charge=+1 orbital_gap_ev=6.10 homo_ev=-10.146 multiplicity=1
C 0.5074 0.1778 0.9119 0.213 0.677 -0.170 -0.059
C -0.3058 1.0735 -0.0448 0.058 -0.381 0.250 -0.369
C -0.0926 2.5269 0.3702 0.244 -0.162 -0.179 -0.048
C -1.7872 0.6668 -0.0547 -0.060 0.058 0.269 -0.323
C -2.7124 1.7148 -0.6961 0.707 -0.566 -0.231 -0.038
C -2.0786 -0.5726 -0.8666 0.021 0.353 0.184 -0.168
O -1.1310 -1.6733 -0.5234 0.140 0.352 -0.246 -0.459
S -1.5238 -3.0598 -1.1473 -1.018 -0.083 0.078 0.830
Cl -1.1504 -4.2976 0.3476 0.038 -0.281 0.146 0.464
B -0.0970 -3.4267 -2.4321 0.979 -0.612 -0.846 -0.718
O 0.5385 -4.5935 -2.2431 0.586 0.696 0.291 0.174
N 0.0835 -2.5172 -3.4846 -1.180 0.572 0.531 -0.091
C -1.1337 -2.0638 -4.1943 0.264 -0.220 -0.209 -0.040
C 0.9978 -1.4070 -3.1339 0.463 -0.378 -0.235 -0.022
H 1.3247 0.7715 1.3116 0.205 -0.047 0.140 0.060
H -0.1001 -0.1115 1.7648 -0.030 -0.178 0.103 0.072
H 0.9416 -0.6845 0.4195 -0.087 -0.318 0.002 0.065
H 0.0985 0.9202 -1.0475 -0.112 0.177 -0.280 0.123
H 0.8950 2.8352 0.0402 0.183 0.069 0.045 0.091
H -0.0846 2.6090 1.4528 -0.198 0.140 0.176 0.087
H -0.8007 3.2165 -0.0715 -0.166 0.128 0.017 0.066
H -2.0768 0.4981 0.9830 -0.154 -0.101 0.108 0.149
H -2.1204 2.1141 -1.5113 -0.214 0.444 -0.327 0.060
H -3.0026 2.4963 -0.0113 -0.120 0.136 0.093 0.092
H -3.5751 1.2219 -1.1347 -0.383 0.210 0.073 0.084
H -1.9540 -0.3497 -1.9235 0.123 -0.018 -0.163 0.106
H -3.0933 -0.9100 -0.6763 -0.084 -0.306 0.032 0.129
H 1.0103 -4.6622 -1.4038 -0.243 -0.626 0.191 0.112
H -0.9101 -1.1773 -4.7724 0.055 0.229 -0.025 0.081
H -1.4600 -2.8389 -4.8789 -0.042 -0.146 -0.087 0.098
H -1.9718 -1.8218 -3.5423 -0.112 0.139 0.163 0.066
H 1.5591 -1.1237 -4.0168 0.020 0.172 -0.163 0.101
H 1.7245 -1.7338 -2.3925 0.085 -0.069 0.112 0.099
H 0.4642 -0.5498 -2.7369 -0.161 0.147 -0.017 0.068
C -0.3279 -3.0819 5.9549 -0.048 -0.008 0.039 -0.258
S 0.8161 -2.5309 4.6866 -0.110 -0.293 -0.075 0.830
O 1.0774 -1.0918 4.9252 -0.228 0.005 0.102 -0.582
C -0.3571 -2.6086 3.3217 -0.009 -0.049 -0.001 -0.293
H 0.2019 -3.0548 6.9040 0.026 0.003 0.008 0.055
H -1.1837 -2.4084 5.9892 0.020 0.029 -0.016 0.062
H -0.6445 -4.1027 5.7412 0.020 -0.007 0.003 0.056
H -1.2114 -1.9662 3.5375 0.022 0.024 0.040 0.067
H -0.6789 -3.6402 3.1803 0.008 -0.017 0.047 0.026
H 0.1572 -2.2515 2.4308 0.013 -0.015 0.035 0.018
C 3.5837 0.0481 4.2840 0.257 0.011 -0.136 -0.278
S 2.4543 1.4258 4.4951 -0.219 -0.017 0.239 0.808
O 2.3399 2.0967 3.1682 0.079 0.045 -0.238 -0.562
C 3.5555 2.4281 5.4955 0.174 0.063 -0.082 -0.266
H 3.0957 -0.6789 3.6390 0.009 0.091 0.068 0.028
H 4.5049 0.4021 3.8211 0.011 0.088 0.015 0.060
H 3.7852 -0.4039 5.2542 -0.050 -0.016 -0.018 0.058
H 4.4761 2.6179 4.9442 0.016 0.022 0.005 0.057
H 3.7638 1.9081 6.4299 -0.015 -0.008 0.010 0.056
H 3.0473 3.3666 5.7033 -0.029 0.005 -0.009 0.049
C 0.3812 2.8809 -5.4925 0.024 -0.070 -0.061 -0.260
S -0.9177 2.7323 -4.2671 0.025 0.082 0.135 0.809
O -1.2799 1.2808 -4.1846 0.044 -0.114 0.018 -0.575
C -2.1953 3.5419 -5.2269 -0.070 -0.057 -0.051 -0.257
H 1.2673 2.3881 -5.0986 0.003 0.006 0.030 0.051
H 0.0647 2.3978 -6.4164 -0.021 -0.008 0.005 0.063
H 0.5938 3.9355 -5.6616 0.005 0.012 0.016 0.061
H -2.3349 3.0097 -6.1673 0.011 -0.018 0.003 0.063
H -1.9042 4.5759 -5.4071 0.008 0.010 0.019 0.061
H -3.1136 3.5157 -4.6448 0.003 -0.003 0.026 0.053

No. 2
163
Properties=species:S:1:pos:R:3:forces:R:3:lowdin_charge:R:1 method="wB97M-V/def2-TZVPD" max_force_ev_per_a=1.18 e_tot_ev=-135208.48152 lumo_energy_ev=1.35 total_charge=-1 orbital_gap_ev=6.22 homo_ev=-4.865 multiplicity=1
N -2.0492 -3.2015 1.3690 0.370 -0.043 0.231 0.069
C -2.3856 -3.3238 -0.0417 -0.123 -0.112 -0.704 -0.748
N -2.9998 -4.6421 -0.2903 -0.014 0.151 0.209 0.061
N -3.3837 -2.2938 -0.4612 -0.173 -0.468 0.590 0.086
C -1.1374 -3.1550 -0.8910 0.728 0.923 0.147 -0.176
Al -0.5299 -1.2147 -0.8220 -0.976 -0.008 -0.372 0.202
O -1.4529 -0.1856 -1.9957 0.691 -0.193 -0.141 -0.245
O 1.3181 -1.1646 -1.3083 -0.004 -0.083 0.551 -0.188
N 1.9694 -0.1405 -0.8010 -0.187 -0.199 -0.642 -0.174
O 1.3072 0.8655 -0.7574 0.178 0.331 0.220 -0.106
H -2.7978 -3.5699 1.9434 -0.126 0.093 -0.038 0.059
H -1.8875 -2.2338 1.6405 0.075 -0.234 -0.246 -0.001
H -3.7873 -4.7245 0.3505 -0.026 -0.193 -0.025 0.055
H -2.3323 -5.3592 -0.0214 0.019 -0.014 -0.005 0.051
H -4.1355 -2.7884 -0.9310 0.057 0.139 -0.262 0.059
H -3.7909 -1.9180 0.3899 0.012 0.211 -0.071 0.044
H -0.3489 -3.8166 -0.5329 0.015 -0.218 0.020 0.033
H -1.3280 -3.3680 -1.9430 -0.289 -0.196 -0.057 0.052
H -0.6218 -0.6588 0.6794 0.191 0.047 0.091 -0.021
H -0.8271 0.3390 -2.5080 -0.113 -0.042 0.225 -0.062
C 3.0303 -8.5070 -0.7763 -0.131 -0.345 0.057 -0.024
C 1.7526 -7.7062 -0.7580 0.410 0.036 0.082 -0.315
C 1.8227 -6.3604 -0.0571 -0.358 -0.006 -0.148 -0.090
O 0.4676 -6.2098 0.4185 0.248 -0.255 0.032 0.057
C -0.0440 -7.4425 0.5909 -0.175 0.089 0.101 -0.575
O -1.0582 -7.6861 1.1680 -0.013 -0.014 -0.041 0.143
O 0.7488 -8.3823 0.0222 -0.053 0.041 -0.082 0.075
H 2.8878 -9.4370 -1.3290 -0.024 0.028 -0.018 0.082
H 3.8317 -7.9413 -1.2416 0.011 0.079 -0.013 0.065
H 3.3252 -8.7750 0.2391 0.032 0.127 0.033 0.093
H 1.3654 -7.5902 -1.7742 -0.074 0.063 0.030 0.159
H 2.0845 -5.5462 -0.7186 -0.183 0.158 0.027 0.125
H 2.4964 -6.3546 0.7989 0.038 -0.091 0.005 0.133
C 8.5184 -6.4524 -2.6883 -0.113 -0.304 0.137 -0.020
C 7.2360 -5.6619 -2.6533 0.302 -0.037 0.015 -0.324
C 7.3286 -4.3293 -1.9425 -0.069 0.108 -0.063 -0.085
O 5.9938 -4.1527 -1.4461 0.134 -0.052 0.033 0.082
C 5.4571 -5.3786 -1.2780 -0.038 -0.092 0.018 -0.537
O 4.4462 -5.6108 -0.6949 0.226 0.112 -0.067 0.158
O 6.2317 -6.3259 -1.8611 -0.039 0.072 -0.064 0.082
H 8.3833 -7.3779 -3.2462 0.010 0.032 -0.062 0.087
H 9.3096 -5.8744 -3.1644 -0.021 0.041 -0.037 0.092
H 8.8261 -6.7229 -1.6774 0.029 0.115 0.026 0.090
H 6.8381 -5.5412 -3.6631 -0.068 0.065 -0.015 0.158
H 7.5989 -3.5099 -2.5999 -0.133 0.124 -0.039 0.134
H 8.0169 -4.3533 -1.0942 0.016 -0.085 -0.006 0.140
C 4.7237 -1.5074 -6.8510 0.085 -0.336 -0.192 -0.018
C 5.8413 -2.2297 -6.1489 -0.138 0.395 -0.091 -0.305
C 7.0806 -1.3904 -5.9384 0.060 -0.187 0.251 -0.079
O 8.1281 -2.3850 -5.9406 -0.059 0.036 -0.011 0.052
C 7.6938 -3.4286 -6.6853 -0.080 0.085 0.032 -0.585
O 8.3886 -4.3252 -7.0524 0.026 -0.067 0.018 0.139
O 6.3774 -3.3130 -6.9510 0.065 -0.023 0.116 0.088
H 3.8458 -2.1342 -6.9529 -0.053 -0.014 0.069 0.070
H 4.4459 -0.6127 -6.2954 -0.009 0.007 0.019 0.104
H 5.0274 -1.2206 -7.8585 0.053 0.104 0.032 0.093
H 5.4837 -2.6577 -5.2077 0.097 -0.057 0.005 0.156
H 7.0768 -0.8437 -4.9997 0.124 -0.090 0.070 0.144
H 7.2598 -0.6957 -6.7512 -0.032 0.013 -0.076 0.098
C -7.2801 0.4030 3.8428 -0.047 -0.011 -0.457 -0.016
C -5.9882 -0.3365 4.0724 -0.163 0.260 0.009 -0.314
C -5.0043 0.4029 4.9559 -0.076 -0.381 -0.264 -0.105
O -3.7494 -0.0791 4.4646 0.032 0.105 0.116 0.066
C -3.9123 -0.4398 3.1710 0.055 -0.038 0.086 -0.538
O -3.0100 -0.7022 2.4445 -0.355 0.199 0.032 0.137
O -5.2300 -0.4718 2.8489 0.093 -0.045 0.153 0.091
H -7.9654 -0.1853 3.2327 -0.012 -0.037 0.053 0.086
H -7.7680 0.6300 4.7909 0.046 -0.017 0.040 0.093
H -7.0910 1.3340 3.3081 0.019 0.075 0.110 0.082
H -6.1824 -1.3440 4.4532 0.098 -0.007 0.004 0.156
H -5.1087 0.1662 6.0042 0.079 -0.061 0.100 0.121
H -5.0467 1.4820 4.8239 -0.077 0.057 -0.025 0.124
C -1.9074 0.4239 10.6335 0.072 0.026 -0.137 -0.026
C -2.9559 1.3954 10.1550 0.169 -0.307 0.243 -0.323
C -4.3862 0.9383 10.3431 -0.114 0.080 0.039 -0.092
O -5.0638 1.5857 9.2519 0.058 -0.076 0.058 0.061
C -4.1473 1.7717 8.2687 0.296 -0.118 -0.091 -0.553
O -4.4029 2.0650 7.1444 -0.185 0.327 0.226 0.146
O -2.9015 1.5457 8.7253 -0.101 0.166 0.059 0.103
H -0.9092 0.8332 10.4993 0.016 -0.003 -0.004 0.086
H -2.0512 0.1918 11.6902 -0.062 0.063 0.013 0.091
H -1.9474 -0.4957 10.0543 -0.040 -0.045 0.017 0.080
H -2.8045 2.3814 10.6043 -0.055 0.045 -0.066 0.155
H -4.8157 1.2453 11.2932 -0.115 0.113 -0.086 0.134
H -4.4980 -0.1421 10.2276 0.094 -0.018 -0.010 0.139
C -4.6717 4.9275 4.2657 -0.077 -0.456 -0.037 -0.007
C -5.8489 5.3046 3.4054 0.329 -0.010 0.317 -0.313
C -6.7385 6.3726 3.9995 -0.088 0.117 -0.111 -0.099
O -8.0210 6.0547 3.4390 0.063 0.000 0.099 0.057
C -8.0294 4.7234 3.1688 0.041 -0.079 -0.001 -0.566
O -9.0019 4.0993 2.8921 -0.001 0.018 -0.005 0.160
O -6.7820 4.2119 3.2689 -0.106 0.111 -0.079 0.077
H -4.0507 4.1842 3.7667 0.045 0.056 -0.041 0.096
H -4.0600 5.7985 4.4842 0.030 0.002 -0.065 0.059
H -5.0034 4.4832 5.2062 -0.066 0.099 0.035 0.093
H -5.5150 5.5848 2.4029 -0.098 0.013 -0.034 0.161
H -6.4422 7.3811 3.7219 -0.123 0.015 -0.087 0.135
H -6.8046 6.3009 5.0881 0.073 -0.072 0.006 0.135
C -5.5865 9.5525 6.7744 -0.121 -0.204 -0.264 -0.023
C -4.4134 8.6854 7.1587 -0.270 0.288 -0.092 -0.328
C -3.1164 9.4365 7.3641 0.091 -0.047 0.110 -0.096
O -2.1371 8.4555 7.0094 -0.079 0.083 -0.028 0.069
C -2.7099 7.5944 6.1324 0.017 -0.006 0.041 -0.551
O -2.1190 6.7870 5.4983 -0.057 0.019 -0.035 0.178
O -4.0578 7.7930 6.0855 0.200 0.034 0.158 0.060
H -6.4925 8.9548 6.6790 -0.014 0.008 0.067 0.083
H -5.7583 10.3226 7.5262 0.022 -0.011 0.038 0.090
H -5.4089 10.0281 5.8094 0.092 0.076 0.042 0.092
H -4.6592 8.0769 8.0330 0.090 -0.032 0.009 0.159
H -2.9679 9.7670 8.3888 0.119 -0.107 0.021 0.138
H -3.0166 10.2911 6.6904 -0.087 -0.004 -0.033 0.139
C 0.0239 -0.5476 4.1450 -0.108 0.240 0.195 -0.009
C 0.7409 -1.0117 5.3854 -0.190 -0.007 -0.412 -0.312
C 0.5538 -2.4747 5.7163 0.102 -0.061 0.027 -0.079
O 0.6781 -2.4822 7.1538 -0.106 -0.024 -0.047 0.059
C 0.3066 -1.2616 7.5979 0.063 0.104 -0.127 -0.568
O 0.1067 -0.9927 8.7453 0.031 -0.080 0.001 0.129
O 0.1984 -0.3917 6.5796 0.138 -0.054 0.095 0.092
H 0.2302 0.5030 3.9474 0.073 -0.009 -0.048 0.094
H 0.3339 -1.1260 3.2747 -0.004 -0.007 -0.027 0.091
H -1.0520 -0.6444 4.2688 -0.074 -0.130 -0.050 0.072
H 1.8027 -0.7560 5.3330 0.017 -0.025 0.133 0.155
H 1.3059 -3.1173 5.2679 0.059 -0.036 0.149 0.139
H -0.4393 -2.8405 5.4494 -0.024 0.075 -0.036 0.141
C 0.2434 3.1382 -2.7554 0.269 -0.094 -0.279 -0.018
C -0.6742 4.0675 -3.4999 0.067 -0.257 0.274 -0.317
C -2.1386 3.8908 -3.1638 -0.091 0.021 -0.007 -0.077
O -2.7818 4.2850 -4.3919 0.056 -0.058 0.038 0.060
C -1.9133 4.0503 -5.4015 -0.007 -0.017 0.062 -0.577
O -2.1989 4.0706 -6.5575 0.014 -0.001 -0.033 0.143
O -0.6793 3.7836 -4.9185 -0.075 0.124 -0.007 0.073
H 1.2869 3.3256 -3.0062 0.004 0.071 0.034 0.093
H 0.1227 3.2533 -1.6794 -0.028 -0.057 0.016 0.099
H 0.0332 2.1031 -3.0192 -0.092 0.021 0.120 0.066
H -0.3628 5.1082 -3.3705 -0.066 0.030 -0.084 0.154
H -2.4707 4.5198 -2.3427 -0.097 0.106 -0.111 0.137
H -2.3974 2.8516 -2.9483 0.095 -0.039 0.005 0.142
C 7.2911 1.3015 -11.9228 -0.311 0.123 0.045 -0.023
C 7.8578 1.5601 -10.5496 -0.061 -0.166 -0.283 -0.328
C 8.5498 0.3722 -9.9154 0.108 0.003 0.068 -0.088
O 8.3401 0.6121 -8.5168 -0.028 -0.039 -0.093 0.050
C 7.2041 1.3459 -8.3913 -0.122 0.078 -0.049 -0.563
O 6.6342 1.5342 -7.3666 0.079 0.044 -0.026 0.166
O 6.8098 1.8168 -9.5968 0.142 0.033 0.057 0.091
H 6.8432 2.2071 -12.3299 0.052 0.021 -0.019 0.086
H 8.0727 0.9643 -12.6036 0.044 0.007 0.025 0.090
H 6.5069 0.5459 -11.8749 0.074 -0.090 0.030 0.095
H 8.5165 2.4328 -10.5653 0.023 -0.008 0.078 0.157
H 9.6126 0.3228 -10.1364 0.040 0.036 0.166 0.138
H 8.0810 -0.5781 -10.1810 -0.060 0.035 -0.055 0.142
C -2.2480 0.2170 -7.2703 0.041 -0.046 -0.381 -0.018
C -1.0573 -0.5962 -6.8319 -0.233 0.267 0.023 -0.309
C -0.0945 0.1322 -5.9226 0.033 0.088 0.276 -0.075
O 1.1572 -0.4948 -6.2419 0.010 0.004 -0.024 0.069
C 1.0771 -0.9474 -7.5091 -0.013 0.083 0.079 -0.563
O 2.0174 -1.3142 -8.1440 -0.181 -0.073 -0.211 0.137
O -0.1980 -0.9162 -7.9527 0.083 -0.082 0.083 0.086
H -2.9162 -0.3825 -7.8882 -0.033 -0.036 0.064 0.083
H -2.8040 0.5747 -6.4042 0.024 -0.019 0.040 0.094
H -1.9295 1.0712 -7.8686 0.040 0.080 0.135 0.091
H -1.3812 -1.5360 -6.3793 0.097 -0.034 0.014 0.161
H -0.3302 0.0099 -4.8673 0.146 -0.161 0.008 0.133
H 0.0011 1.1973 -6.1506 -0.177 -0.012 -0.085 0.137

No. 3
22
Properties=species:S:1:pos:R:3:forces:R:3:lowdin_charge:R:1 method="wB97M-V/def2-TZVPD" max_force_ev_per_a=2.07 e_above_lowest_kcal_mol=18.4 e_tot_ev=-21371.95144 lumo_energy_ev="-0.07 / -0.07" orbital_gap_ev="7.39 / 7.39" homo_ev="-7.460 / -7.460" multiplicity=1
C 0.0795 -0.6698 -0.5038 0.696 0.253 0.433 -0.267
C 1.3456 -0.4557 -0.1064 -0.663 -0.568 -1.218 -0.253
C -0.8288 0.0296 0.4544 0.277 -0.020 0.136 -0.759
C 0.1515 0.7231 1.3228 -0.869 -1.866 0.204 -0.289
C -0.4284 -1.5330 -1.5993 0.068 0.151 -0.003 -0.030
C 2.6635 -0.9126 -0.6190 -0.169 0.151 0.401 0.007
C -2.0392 0.7612 -0.0854 0.281 0.046 -0.043 -0.078
C -0.0800 1.6222 2.4698 0.157 0.193 -0.012 -0.003
O 1.3813 0.3700 1.0130 -0.453 0.784 0.604 0.100
S -1.3489 -1.3221 1.6933 0.735 1.117 -0.004 0.541
H -1.3653 -1.9889 -1.2833 -0.017 -0.096 0.037 0.077
H 0.2811 -2.3191 -1.8395 0.021 -0.085 -0.084 0.080
H -0.6194 -0.9469 -2.4985 -0.047 -0.002 -0.087 0.089
H 3.1776 -1.5215 0.1238 0.050 -0.093 0.016 0.091
H 3.2970 -0.0556 -0.8391 0.088 0.054 -0.085 0.087
H 2.5279 -1.4926 -1.5251 -0.025 -0.054 -0.063 0.081
H -2.5203 1.3298 0.7040 -0.107 0.009 0.090 0.075
H -2.7502 0.0299 -0.4644 -0.009 0.007 0.016 0.077
H -1.7504 1.4367 -0.8896 -0.032 0.149 -0.118 0.087
H 0.5669 1.3566 3.3055 -0.008 -0.050 -0.057 0.101
H -1.1168 1.5751 2.7902 -0.011 -0.119 -0.087 0.085
H 0.1548 2.6512 2.1869 0.035 0.041 -0.073 0.101